ORCA calculation (the ωB97M-V functional and the def2-TZVPD basis) on a cluster of 2 separate species, C3H7FO in total.

Summary:
SMILES: C=CF.CO
Max |F| (eV/Å): 3.56
Energy relative to the best compared isomer or geometry (same formula, charge and spin) (kcal per mole): 34.2
HOMO level (eV): -9.58
LUMO level (eV): 0.727

Geometry as ORCA input:
```
! wB97M-V def2-TZVPD RIJCOSX def2/J DEFGRID3
* xyz 0 1
H -0.43 1.93 3.11
H -1.31 0.85 2.25
C 2.05 -1.48 -0.45
H 0.34 0.30 2.70
C -0.29 1.11 2.39
H -0.05 2.40 0.91
H 2.47 -2.27 -1.00
H 0.41 -0.22 -0.38
F 0.40 -1.53 -1.98
C 0.89 -0.99 -0.88
H 2.60 -1.10 0.42
O 0.37 1.51 1.20
*
```

These are the natural (NBO) partial charges, in e, on atoms 1 to 6: 0.16, 0.16, -0.50, 0.19, -0.25, 0.47

ORCA calculation (the ωB97M-V functional and the def2-TZVPD basis) on an isolated molecule of C21H34N4O3S.

Summary:
SMILES: CCOC(=O)N1CCC(N(CCN(C)C)C(=S)Nc2ccccc2OCC)CC1
Max |F| (eV/Å): 0.83
Energy relative to the best compared isomer or geometry (same formula, charge and spin) (kcal per mole): 0.6
HOMO level (eV): -7.72
LUMO level (eV): 0.600

Geometry as ORCA input:
```
! wB97M-V def2-TZVPD RIJCOSX def2/J DEFGRID3
* xyz 0 1
C -3.50 1.32 -1.34
H -2.55 -0.83 0.99
H 6.62 -0.18 -0.35
C -0.05 -1.31 -0.11
C 4.51 0.04 -0.17
C 5.82 0.46 -0.01
H -2.34 -0.46 -1.61
H -8.38 0.43 1.26
H -3.49 2.07 1.22
C -2.35 0.24 1.10
C 4.15 -1.12 -2.17
H 3.24 -3.52 0.34
H 2.29 -1.10 2.85
H -0.16 -2.92 1.35
H 5.08 -0.69 -2.58
H -1.28 1.82 0.12
C -1.45 0.75 -0.04
H 1.91 -4.36 1.19
O 4.24 -1.19 -0.76
H 2.18 -0.72 0.20
H -4.35 0.63 1.83
H 0.17 -1.32 2.03
N -4.30 0.85 -0.23
O -5.91 -0.43 0.67
C 0.40 -1.99 1.20
O -5.81 -0.17 -1.58
H -3.33 2.40 -1.21
H 2.99 -2.93 -2.36
H 2.16 -2.84 3.18
H 3.32 -0.46 -2.46
H 1.63 -3.61 -0.39
N 2.16 0.30 0.12
C -3.67 1.00 1.06
H 3.56 -2.19 2.31
C 6.09 1.69 0.58
C -8.33 -0.23 0.40
H -9.24 -0.82 0.35
C 3.44 0.84 0.26
H -1.05 -1.67 -0.38
C 0.98 0.93 -0.02
H -7.06 -1.79 -0.38
N 1.84 -2.24 1.17
H -1.86 0.40 2.06
C -2.16 0.59 -1.39
H -4.07 1.16 -2.26
C -5.37 0.06 -0.47
C 3.73 2.07 0.85
H 5.24 3.44 1.46
H -7.20 -1.78 1.41
H 7.11 2.01 0.70
H 0.63 -1.59 -0.92
C 2.17 -3.50 0.55
H -8.25 0.37 -0.50
H 2.92 2.70 1.19
C -7.13 -1.16 0.51
C 2.49 -2.09 2.45
N -0.13 0.14 -0.02
H 3.91 -2.48 -3.81
H 4.74 -3.17 -2.41
C 5.04 2.48 1.00
S 0.86 2.57 -0.25
H -1.54 1.01 -2.18
C 3.93 -2.52 -2.73
*
```

These are the natural (NBO) partial charges, in e, on atoms 1 to 6: -0.22, 0.19, 0.22, -0.23, 0.33, -0.27

ORCA calculation (the ωB97M-V functional and the def2-TZVPD basis) on an isolated molecule of C2H6N4O2.

Summary:
SMILES: [H]/N=C(\NN)NOC=O
Max |F| (eV/Å): 1.17
Energy relative to the best compared isomer or geometry (same formula, charge and spin) (kcal per mole): 56.4
HOMO level (eV): -9.63
LUMO level (eV): 0.708

Geometry as ORCA input:
```
! wB97M-V def2-TZVPD RIJCOSX def2/J DEFGRID3
* xyz 0 1
H -1.33 -1.55 -0.80
H 3.53 0.18 0.31
N -1.75 0.28 -0.05
O 1.66 -0.02 0.95
H -2.25 -1.53 0.57
N 0.36 -0.40 0.64
H -0.49 2.32 -0.78
N 0.16 1.74 -0.26
N -2.10 -1.07 -0.32
H -0.02 -0.75 1.50
O 2.33 -0.60 -1.15
C -0.41 0.66 0.09
H -2.24 0.91 -0.66
C 2.55 -0.17 -0.05
*
```

These are the natural (NBO) partial charges, in e, on atoms 1 to 6: 0.36, 0.13, -0.48, -0.36, 0.35, -0.35

ORCA calculation (the ωB97M-V functional and the def2-TZVPD basis) on a structure of composition C39H42BrN4Zn.

Summary:
Max |F| (eV/Å): 0.92
Energy relative to the best compared isomer or geometry (same formula, charge and spin) (kcal per mole): 67.9
HOMO level (eV): -4.71
LUMO level (eV): 1.899

Geometry as ORCA input:
```
! wB97M-V def2-TZVPD RIJCOSX def2/J DEFGRID3
* xyz -1 1
C 0.53 2.47 -3.46
H 2.77 -0.23 -3.35
C -1.12 -1.96 -3.38
C 2.96 -0.89 -2.49
C -0.47 1.05 5.14
H 0.96 -1.33 4.08
H -1.71 -4.65 -0.69
H -4.07 -0.53 -0.88
H 3.88 1.74 -2.12
H 0.75 -2.94 4.78
N 1.50 2.28 0.08
C -1.63 -3.21 -3.76
H 0.05 1.90 -4.24
H 2.00 0.89 2.06
C -3.95 1.61 -1.25
C 1.39 -2.34 4.13
N 1.05 -0.55 0.84
H -3.02 -0.65 3.70
C 1.74 4.47 -2.83
C 1.84 3.98 -1.54
C 1.23 2.76 -1.22
H -2.74 2.31 -2.91
H -0.96 -1.23 -4.17
C -3.94 0.16 -1.72
C 4.85 -2.45 1.16
H -6.10 1.75 -1.36
C -3.71 2.53 -2.46
C 2.28 -1.25 0.88
H 5.15 0.56 -1.76
C 1.48 -2.97 2.73
C 1.08 3.71 -3.79
H -4.76 -0.01 -2.43
C 4.21 1.00 -1.39
C 4.59 -1.56 0.13
C -1.19 -0.11 2.72
C -0.84 1.91 0.55
H -3.00 -0.10 -2.20
H 0.16 -3.91 1.30
H 1.35 1.60 4.14
C 3.34 -0.98 -0.02
C 3.80 -2.81 1.97
N 0.58 1.71 0.69
H -0.80 -2.46 -0.07
H 1.02 4.06 -4.81
H 3.96 -3.57 2.74
C -2.06 -0.16 3.80
H -0.61 -3.55 2.85
H -5.37 2.99 -0.33
N -1.59 1.45 -0.49
H -0.27 -2.25 1.68
C -2.90 2.59 0.95
C -1.69 0.41 5.02
C 2.51 -2.28 1.84
C 0.10 -3.18 2.11
H 4.42 1.51 -0.45
H 1.89 -3.97 2.88
Br -2.57 -5.85 -3.26
H -3.71 3.58 -2.16
H -1.85 -3.43 -4.79
C -2.85 1.86 -0.24
H 2.11 -1.58 -2.41
C 3.13 -0.07 -1.21
H 2.36 4.54 -0.77
C -1.05 -2.64 -1.11
H 2.20 0.45 -1.03
H -3.77 3.05 1.40
C -5.31 1.94 -0.63
H 3.86 -1.48 -2.70
H -1.25 3.08 2.39
H -5.50 1.32 0.25
H -4.49 2.38 -3.22
H -2.37 0.36 5.87
C -1.55 -3.90 -1.45
Zn -0.23 0.18 -1.50
C -1.60 2.61 1.47
H -1.48 -0.54 1.77
H 5.38 -1.30 -0.57
C -1.85 -4.15 -2.77
C 0.58 1.94 -2.16
H -0.18 1.51 6.08
C 0.05 0.51 2.84
C -0.83 -1.64 -2.05
C 1.02 0.56 1.69
H 2.38 -2.27 4.58
H 5.84 -2.87 1.30
H 2.18 5.42 -3.09
C 0.39 1.10 4.05
*
```

These are the Löwdin partial charges, in e, on atoms 1 to 6: -0.13, 0.08, -0.15, -0.05, -0.09, 0.05